Record 1
# C29H34N4O6

C29H34N4O6 in the gas phase (ωB97M-V/def2-TZVPD, the OMol25 dataset).

Output
**ΔE to the lowest compared entry with this formula, charge and spin**: 0.0 kJ/mol
**Structure (SMILES)**: CC(C)C[C@H](NC(=O)[C@H](Cc1ccccc1)n1c(=O)[nH]c2ccccc2c1=O)C(=O)N1CCC(C(=O)O)CC1
**Energy**: -48874.9593 eV
**Molecular weight**: 534.61 g mol⁻¹

Each line ends with the Löwdin charge.
Element x y z (Å)
1 C -0.403 -3.289 -2.307  -0.068
2 H -0.972 -3.837 -1.558  0.077
3 H 0.175 -4.006 -2.886  0.079
4 C -1.331 -2.503 -3.233  -0.408
5 C -0.517 -1.583 -4.140  -0.070
6 H 0.091 -0.899 -3.553  0.073
7 H 0.152 -2.171 -4.764  0.078
8 H -1.170 -1.003 -4.789  0.079
9 H -1.852 -3.230 -3.869  0.131
10 C -2.435 -1.744 -2.482  -0.114
11 H -3.188 -1.422 -3.206  0.129
12 H -2.931 -2.419 -1.781  0.119
13 C -2.005 -0.494 -1.707  -0.198
14 N -1.066 -0.834 -0.660  0.163
15 C 0.057 -0.156 -0.407  -0.407
16 O 0.419 0.833 -1.023  0.078
17 C 0.931 -0.814 0.674  -0.143
18 N 2.239 -0.165 0.647  0.123
19 C 2.323 1.147 1.048  -0.425
20 O 1.430 1.736 1.626  0.078
21 N 3.516 1.776 0.817  0.192
22 C 4.613 1.197 0.231  -0.173
23 C 5.799 1.901 0.032  -0.013
24 C 6.877 1.267 -0.549  -0.068
25 C 6.793 -0.066 -0.940  -0.074
26 C 5.621 -0.765 -0.750  0.002
27 C 4.521 -0.142 -0.161  -0.062
28 C 3.266 -0.872 0.017  -0.334
29 O 3.103 -2.019 -0.340  0.099
30 H 5.521 -1.798 -1.046  0.122
31 H 7.645 -0.548 -1.392  0.104
32 H 7.796 1.813 -0.701  0.108
33 H 5.862 2.935 0.334  0.113
34 H 3.558 2.746 1.102  0.171
35 H 1.128 -1.846 0.356  0.136
36 C 0.274 -0.844 2.064  -0.070
37 C -0.730 -1.962 2.144  -0.240
38 C -2.092 -1.683 2.173  -0.047
39 C -3.019 -2.711 2.196  -0.068
40 C -2.593 -4.029 2.198  -0.089
41 C -1.238 -4.315 2.182  -0.084
42 C -0.311 -3.288 2.153  -0.043
43 H 0.745 -3.518 2.138  0.118
44 H -0.901 -5.342 2.189  0.101
45 H -3.315 -4.833 2.213  0.100
46 H -4.073 -2.479 2.200  0.107
47 H -2.422 -0.655 2.162  0.102
48 H -0.214 0.108 2.268  0.096
49 H 1.063 -1.001 2.805  0.138
50 H -1.363 -1.565 -0.027  0.131
51 H -1.518 0.217 -2.373  0.131
52 C -3.264 0.099 -1.046  -0.400
53 O -4.069 -0.640 -0.508  0.060
54 N -3.439 1.432 -1.110  -0.029
55 C -2.487 2.399 -1.630  -0.125
56 H -2.630 2.520 -2.713  0.133
57 C -2.661 3.752 -0.930  -0.120
58 H -1.752 4.337 -1.066  0.120
59 C -2.918 3.520 0.563  -0.205
60 C -1.749 2.716 1.127  -0.500
61 O -1.853 1.632 1.643  0.104
62 O -0.605 3.358 0.984  0.124
63 H 0.151 2.795 1.280  0.082
64 C -4.248 2.783 0.765  -0.107
65 C -4.622 2.007 -0.501  -0.126
66 H -5.105 2.662 -1.233  0.127
67 H -5.299 1.185 -0.262  0.121
68 H -4.132 2.083 1.594  0.114
69 H -5.046 3.483 1.010  0.117
70 H -2.920 4.481 1.085  0.152
71 H -3.495 4.312 -1.355  0.117
72 H -1.467 2.051 -1.451  0.102
73 H 0.298 -2.631 -1.802  0.060



Record 2
# C29H34N4OReSb

A molecular structure, C29H34N4OReSb at a distorted geometry (ωB97M-V/def2-TZVPD, the OMol25 dataset).

Output
**ΔE to the lowest compared entry with this formula, charge and spin**: 153.2 kJ/mol
**⟨S²⟩**: 0.88
**Total charge**: +1
**Energy**: -47293.0906 eV
**Molecular weight**: 762.59 g mol⁻¹
**Spin multiplicity**: 2

Each line ends with the Mulliken spin population.
Element x y z (Å)
1 Re 0.076 -0.136 0.337  1.393
2 C -0.330 1.870 -2.514  0.060
3 C -0.916 0.508 -2.659  0.000
4 C -1.567 0.113 -3.819  -0.007
5 C -2.103 -1.161 -3.908  -0.003
6 C -1.962 -2.021 -2.834  0.007
7 C -1.304 -1.575 -1.698  -0.013
8 N -0.806 -0.341 -1.627  0.072
9 Sb -1.030 -2.892 0.119  0.019
10 C -2.281 -1.200 1.108  0.032
11 C -3.415 -1.586 1.805  0.001
12 C -4.065 -0.657 2.602  -0.003
13 C -3.575 0.640 2.648  0.002
14 C -2.429 0.974 1.941  0.003
15 C -1.857 2.351 1.992  0.001
16 N -1.795 0.046 1.202  0.012
17 C 1.208 -2.494 -0.359  0.034
18 C 2.032 -3.599 -0.499  0.000
19 C 3.402 -3.410 -0.579  -0.003
20 C 3.901 -2.118 -0.541  0.003
21 C 3.036 -1.046 -0.387  0.005
22 C 3.543 0.356 -0.329  0.002
23 N 1.710 -1.253 -0.282  0.002
24 H -0.515 2.460 -3.406  0.000
25 H -0.765 2.372 -1.650  -0.015
26 H 0.745 1.798 -2.349  -0.013
27 H -1.648 0.801 -4.645  -0.001
28 H -2.624 -1.475 -4.801  0.000
29 H -2.355 -3.025 -2.865  0.000
30 H -3.761 -2.610 1.740  0.000
31 H -4.926 -0.938 3.188  0.000
32 H -4.065 1.389 3.248  0.001
33 H -2.557 3.043 2.452  0.000
34 H -0.932 2.347 2.568  0.001
35 H -1.611 2.693 0.988  -0.001
36 H 1.598 -4.591 -0.519  0.000
37 H 4.072 -4.252 -0.663  0.000
38 H 4.962 -1.937 -0.609  0.000
39 H 4.584 0.404 -0.637  0.000
40 H 2.941 0.995 -0.973  0.000
41 H 3.459 0.743 0.685  -0.001
42 C 1.426 3.664 0.167  0.013
43 C 1.915 3.300 1.532  -0.083
44 C 2.610 4.183 2.327  0.037
45 C 3.059 3.831 3.593  -0.075
46 C 2.828 2.549 4.076  0.035
47 C 2.141 1.622 3.328  -0.087
48 C 1.871 0.231 3.800  0.004
49 C 1.651 1.986 2.031  0.110
50 N 0.979 1.091 1.353  -0.669
51 H 1.680 4.694 -0.066  -0.002
52 H 0.347 3.535 0.108  -0.001
53 H 1.867 3.006 -0.579  0.000
54 H 2.814 5.174 1.954  -0.001
55 H 3.584 4.554 4.195  -0.003
56 H 3.189 2.263 5.051  0.000
57 H 2.256 0.075 4.804  -0.001
58 H 2.335 -0.486 3.121  0.000
59 H 0.798 0.035 3.788  0.002
60 C 1.488 -3.621 3.325  -0.002
61 C 0.030 -3.278 3.023  0.019
62 C -0.710 -2.766 4.258  -0.002
63 O -0.049 -2.343 1.985  0.109
64 H 1.537 -4.432 4.046  0.000
65 H 2.004 -2.755 3.729  0.000
66 H 1.989 -3.931 2.409  0.000
67 H -0.471 -4.207 2.687  0.005
68 H -0.248 -1.849 4.614  0.000
69 H -0.679 -3.510 5.049  0.000
70 H -1.749 -2.559 4.003  0.000



Record 3
# C29H34NO4OsS2

A molecular structure, C29H34NO4OsS2 at a distorted geometry (ωB97M-V/def2-TZVPD, the OMol25 dataset).

Output
**ΔE to the lowest compared entry with this formula, charge and spin**: 54.3 kJ/mol
**Total charge**: +3
**Energy**: -64415.8318 eV
**Molecular weight**: 714.96 g mol⁻¹

Each line ends with the Löwdin charge.
Element x y z (Å)
1 Os -1.198 0.335 -1.163  1.674
2 C -1.940 3.694 0.144  0.026
3 C -1.621 2.771 -0.962  -0.251
4 C -2.677 2.129 -1.635  -0.016
5 C -2.485 1.402 -2.818  -0.265
6 C -3.605 0.807 -3.594  0.026
7 C -1.138 1.165 -3.193  -0.079
8 C -0.029 1.759 -2.527  -0.290
9 C 1.346 1.542 -3.073  0.026
10 C -0.295 2.506 -1.371  -0.020
11 H -2.068 4.686 -0.315  0.144
12 H -1.141 3.781 0.870  0.093
13 H -2.883 3.444 0.626  0.114
14 H -3.680 2.247 -1.243  0.169
15 H -4.012 1.580 -4.253  0.131
16 H -4.408 0.469 -2.941  0.113
17 H -3.265 -0.010 -4.229  0.104
18 H -0.955 0.588 -4.091  0.158
19 H 1.503 2.266 -3.878  0.127
20 H 1.458 0.547 -3.496  0.079
21 H 2.106 1.713 -2.313  0.108
22 H 0.530 2.941 -0.820  0.159
23 O 0.430 -0.397 -0.126  -0.611
24 S 0.985 -1.888 -0.245  1.128
25 C 0.224 -2.871 1.065  -0.287
26 C 0.541 -2.518 2.504  -0.190
27 C 0.097 -1.121 2.896  -0.221
28 C -1.410 -0.915 2.859  -0.279
29 S -2.002 0.694 2.311  1.160
30 O -1.966 0.773 0.739  -0.640
31 C -0.794 1.787 2.991  -0.417
32 C 0.415 2.066 2.357  -0.112
33 C 1.294 2.946 2.961  -0.039
34 C 0.968 3.527 4.187  -0.019
35 C -0.240 3.243 4.803  -0.021
36 C -1.144 2.378 4.197  -0.053
37 C 2.680 -1.740 0.196  -0.393
38 C 3.160 -0.835 1.138  -0.064
39 C 4.513 -0.843 1.424  -0.029
40 C 5.359 -1.754 0.795  -0.015
41 C 4.864 -2.648 -0.143  -0.025
42 C 3.514 -2.638 -0.462  -0.062
43 H 0.571 -3.881 0.821  0.120
44 H -0.842 -2.845 0.817  0.091
45 H 1.615 -2.610 2.668  0.126
46 H 0.077 -3.280 3.136  0.144
47 H 0.589 -0.405 2.243  0.050
48 H 0.451 -0.902 3.904  0.143
49 H -1.842 -0.977 3.862  0.120
50 H -1.970 -1.631 2.252  0.102
51 H 0.656 1.606 1.405  0.085
52 H 2.238 3.181 2.488  0.122
53 H 1.661 4.212 4.657  0.129
54 H -0.493 3.705 5.747  0.131
55 H -2.104 2.179 4.660  0.127
56 H 2.502 -0.130 1.628  0.097
57 H 4.915 -0.146 2.147  0.125
58 H 6.414 -1.757 1.034  0.130
59 H 5.527 -3.343 -0.639  0.130
60 H 3.126 -3.314 -1.215  0.120
61 O -2.629 -1.178 -1.198  -0.033
62 C -1.976 -1.877 -2.043  -0.445
63 C -2.181 -3.177 -2.731  -0.011
64 C -0.836 -3.322 -3.488  -0.010
65 C -0.039 -2.035 -3.235  -0.438
66 O 1.015 -1.687 -3.659  0.155
67 N -0.845 -1.275 -2.350  -0.047
68 H -3.049 -3.116 -3.391  0.152
69 H -2.386 -3.976 -2.019  0.148
70 H -0.950 -3.470 -4.560  0.148
71 H -0.245 -4.159 -3.115  0.144